Model A:
Density functional theory data (ωB97M-V with the def2-TZVPD basis set) for the ion C3H6N3 with charge +1.

Calculated values
charge	+1
gap between HOMO and LUMO	7.0	eV
LUMO energy	-4.59	eV

Positions of all 12 atoms, in Å:
C1 1.107 0.206 -0.322
C2 -0.195 1.770 -1.511
C3 -0.576 -1.459 0.710
N1 0.557 1.530 -0.493
N2 0.079 -0.587 0.248
N3 -1.415 -2.359 1.058
H1 1.919 0.322 0.446
H2 1.700 -0.164 -1.218
H3 -0.597 2.734 -1.873
H4 0.811 2.217 0.201
H5 -2.401 -2.458 0.658
H6 -1.391 -2.723 1.989


Model B:
Density functional theory data (ωB97M-V with the def2-TZVPD basis set) for a structure of composition C3H6N3.

Calculated values
charge	+1
gap between HOMO and LUMO	11.0	eV
LUMO energy	-4.57	eV

Positions of all 12 atoms, in Å:
C1 -0.372 -1.229 -0.054
C2 0.656 -0.081 -0.068
C3 -1.760 0.528 -0.028
N1 -1.526 -0.765 -0.055
N2 0.055 1.064 -0.090
N3 1.970 -0.313 -0.071
H1 -0.278 -2.333 -0.055
H2 -2.130 0.898 -0.965
H3 -1.925 0.841 0.906
H4 0.451 2.000 0.131
H5 2.401 -1.168 0.167
H6 2.459 0.557 0.182


The most stable of them is model B.


Model A:
Density functional theory data (ωB97M-V with the def2-TZVPD basis set) for an isolated molecule of C3H6N2O2S.

Calculated values
charge	0
2S+1	3
gap between HOMO and LUMO (alpha / beta)	8.8 / 7.7	eV
⟨S²⟩	2.009
LUMO energy (alpha / beta)	0.72 / -1.54	eV

Positions of all 14 atoms, in Å:
C1 0.640 -0.067 -0.556
C2 -0.753 -0.678 -0.934
C3 0.443 1.029 0.403
N1 -0.792 -1.377 -2.276
N2 0.359 0.901 1.663
O1 0.171 1.730 2.535
O2 0.442 -0.470 2.107
S1 -1.632 -0.811 -3.424
H1 1.352 -0.742 -0.124
H2 1.102 0.234 -1.482
H3 -0.954 -1.496 -0.201
H4 -1.501 0.092 -0.818
H5 0.493 1.968 -0.039
H6 0.630 -0.312 3.146


Model B:
Density functional theory data (ωB97M-V with the def2-TZVPD basis set) for a cluster of 2 separate species, C3H6N2O2S in total.

Calculated values
charge	0
2S+1	3
gap between HOMO and LUMO (alpha / beta)	4.9 / 6.0	eV
⟨S²⟩	2.024
LUMO energy (alpha / beta)	0.40 / -2.59	eV

Positions of all 14 atoms, in Å:
C1 2.654 -1.009 -0.777
C2 -1.520 0.236 0.634
C3 -0.852 0.970 -0.270
N1 2.393 -1.417 0.322
N2 2.948 -0.616 -1.881
O1 -1.406 -1.132 0.586
O2 0.014 0.551 -1.201
S1 -2.788 1.105 1.667
H1 -1.029 2.118 -0.163
H2 -3.866 0.634 1.083
H3 1.446 -1.692 0.744
H4 -2.254 -1.498 0.963
H5 3.794 -0.613 -2.537
H6 -0.190 -0.351 -1.475


The most stable of them is model A.


Model A:
Density functional theory data (ωB97M-V with the def2-TZVPD basis set) for a cluster of 2 separate species, C5H11N in total.

Calculated values
charge	0
gap between HOMO and LUMO	8.1	eV
LUMO energy	1.02	eV

Positions of all 17 atoms, in Å:
C1 1.132 -1.872 -0.201
C2 1.339 -0.396 -0.094
N1 0.557 0.448 -0.677
C3 -0.467 0.481 -1.705
C4 0.084 1.667 -0.992
C5 -1.441 0.747 1.869
H1 0.962 -2.327 0.784
H2 0.267 -2.093 -0.834
H3 2.009 -2.363 -0.640
H4 -0.946 -0.136 1.457
H5 2.142 0.017 0.510
H6 -0.109 0.129 -2.680
H7 -1.457 0.110 -1.430
H8 0.721 2.455 -1.375
H9 -2.066 1.204 1.099
H10 -0.682 1.470 2.177
H11 -2.044 0.459 2.732


Model B:
Density functional theory data (ωB97M-V with the def2-TZVPD basis set) for an isolated molecule of C5H11N.

Calculated values
charge	0
gap between HOMO and LUMO	10.5	eV
SMILES	CCN1C[C@@H]1C
LUMO energy	1.21	eV

Positions of all 17 atoms, in Å:
C1 1.487 0.623 -1.837
C2 1.139 0.672 -0.378
C3 -0.502 -1.099 -0.314
C4 -0.562 -0.362 0.991
C5 -1.802 -0.063 1.808
H1 1.021 1.489 -2.326
H2 1.138 -0.265 -2.345
H3 2.595 0.775 -1.999
H4 1.318 1.713 0.009
H5 1.810 0.006 0.188
H6 0.308 -1.809 -0.510
H7 -1.467 -1.315 -0.780
H8 0.311 -0.720 1.598
H9 -1.750 0.986 2.229
H10 -2.833 -0.128 1.256
H11 -1.965 -0.858 2.609
N1 -0.248 0.354 -0.200


The most stable of them is model B.


Model A:
Density functional theory data (ωB97M-V with the def2-TZVPD basis set) for a cluster of 2 separate species, C5H8N2 in total.

Calculated values
charge	+2
gap between HOMO and LUMO	6.4	eV
LUMO energy	-12.77	eV

Positions of all 15 atoms, in Å:
C1 -2.492 -0.031 0.239
C2 2.637 0.039 -0.162
C3 -3.879 -0.169 0.074
C4 3.715 -0.795 -0.373
C5 0.705 1.553 0.182
N1 -1.405 0.289 0.074
N2 1.671 0.733 0.064
H1 -4.358 -0.245 1.075
H2 -4.159 0.716 -0.539
H3 -4.225 -1.128 -0.323
H4 3.400 -1.480 -1.107
H5 4.511 -0.278 -0.977
H6 4.134 -1.194 0.538
H7 0.046 1.577 1.096
H8 0.521 2.075 -0.838


Model B:
Density functional theory data (ωB97M-V with the def2-TZVPD basis set) for the ion C5H8N2 with charge +2.

Calculated values
charge	+2
gap between HOMO and LUMO (alpha / beta)	6.0 / 7.5	eV
SMILES	C=[N+]1C=[NH+]C=C1C
LUMO energy (alpha / beta)	-12.32 / -11.21	eV

Positions of all 15 atoms, in Å:
C1 1.760 -0.676 0.018
C2 0.771 1.392 -0.544
C3 -0.089 -0.599 0.263
C4 -1.522 1.236 -0.012
C5 -0.945 -1.635 0.518
N1 1.904 0.575 -0.380
N2 -0.298 0.704 -0.179
H1 2.393 -1.615 0.005
H2 0.768 2.516 -0.832
H3 -2.357 0.553 0.196
H4 -1.626 2.260 0.073
H5 -1.915 -1.392 0.868
H6 -0.525 -2.401 1.126
H7 -1.139 -2.050 -0.510
H8 2.819 1.133 -0.610


The most stable of them is model A.


Model A:
Density functional theory data (ωB97M-V with the def2-TZVPD basis set) for a cluster of 2 separate species, C5H6Cl2SSi in total.

Calculated values
charge	0
gap between HOMO and LUMO	8.2	eV
SMILES	C=[Si](Cl)Cl.c1ccsc1
LUMO energy	-0.05	eV

Positions of all 15 atoms, in Å:
C1 0.855 -1.507 0.616
C2 0.260 -0.346 1.128
C3 2.075 -1.279 0.120
C4 1.024 0.769 1.059
C5 -2.862 1.144 1.279
Si1 -3.686 -0.162 0.339
S1 2.548 0.416 0.369
Cl1 -5.339 0.239 -0.551
Cl2 -3.300 -2.143 0.388
H1 0.428 -2.465 0.750
H2 -0.754 -0.256 1.443
H3 2.888 -1.749 -0.345
H4 -3.550 1.873 1.437
H5 -1.854 1.206 1.593
H6 0.963 1.685 1.536


Model B:
Density functional theory data (ωB97M-V with the def2-TZVPD basis set) for an isolated molecule of C5H6Cl2SSi.

Calculated values
charge	0
gap between HOMO and LUMO	9.9	eV
SMILES	C[Si](Cl)(Cl)c1ccsc1
LUMO energy	0.62	eV

Positions of all 15 atoms, in Å:
C1 1.477 -0.903 0.699
C2 1.547 -1.708 1.796
C3 -0.784 -1.422 0.921
C4 0.156 -0.754 0.237
C5 -1.049 2.249 -0.723
Si1 -0.374 0.573 -1.237
S1 0.019 -2.401 2.181
Cl1 -1.680 -0.262 -2.521
Cl2 1.229 1.251 -2.230
H1 2.304 -0.451 0.248
H2 2.578 -2.177 2.034
H3 -1.774 -1.810 0.624
H4 -0.639 3.088 -1.464
H5 -2.172 2.131 -0.829
H6 -0.839 2.597 0.264


The most stable of them is model B.


Model A:
Density functional theory data (ωB97M-V with the def2-TZVPD basis set) for a cluster of 2 separate species, C4H11PS in total.

Calculated values
charge	0
gap between HOMO and LUMO	9.4	eV
SMILES	C=CP.CCS
LUMO energy	0.87	eV

Positions of all 17 atoms, in Å:
C1 3.192 0.944 -0.776
C2 -3.944 -1.479 -0.285
C3 2.306 -0.121 -0.065
C4 -3.411 -0.726 0.674
P1 -3.119 1.057 0.457
S1 0.742 0.570 0.670
H1 3.776 1.634 -0.169
H2 3.677 0.542 -1.636
H3 2.471 1.734 -1.222
H4 1.543 1.173 1.557
H5 -4.203 -2.475 -0.001
H6 -4.229 -1.074 -1.225
H7 2.713 -0.581 0.776
H8 1.728 -0.686 -0.754
H9 -3.062 -1.078 1.623
H10 -3.086 0.985 -0.842
H11 -1.789 1.113 0.839


Model B:
Density functional theory data (ωB97M-V with the def2-TZVPD basis set) for an isolated molecule of C4H11PS.

Calculated values
charge	0
gap between HOMO and LUMO	8.6	eV
SMILES	C=P(C)(C)CS
LUMO energy	0.65	eV

Positions of all 17 atoms, in Å:
C1 -1.751 0.890 0.338
C2 -0.295 -1.449 -0.832
C3 1.124 -0.931 1.659
C4 0.912 1.348 -0.600
P1 -0.213 0.084 0.200
S1 0.187 1.500 -2.317
H1 -1.675 1.711 1.026
H2 -2.306 0.108 0.886
H3 -0.875 -2.332 -0.364
H4 -0.919 -0.929 -1.608
H5 0.691 -1.592 -1.431
H6 1.715 -0.141 2.210
H7 0.392 -1.594 2.264
H8 1.717 -1.579 1.112
H9 1.844 0.927 -0.487
H10 0.674 2.306 -0.136
H11 -1.223 1.674 -1.920


The most stable of them is model A.


Model A:
Density functional theory data (ωB97M-V with the def2-TZVPD basis set) for an isolated molecule of C7H6O.

Calculated values
charge	0
gap between HOMO and LUMO	8.6	eV
SMILES	C#CC1=CCOC=C1
LUMO energy	0.26	eV

Positions of all 14 atoms, in Å:
C1 -3.344 -0.021 -0.188
C2 -2.141 -0.025 0.042
C3 -0.631 -0.091 0.170
C4 0.122 -1.222 -0.079
C5 1.728 -1.091 0.088
C6 1.204 1.296 -0.167
C7 -0.003 1.163 0.345
H1 -4.299 0.277 -0.247
H2 -0.497 -2.246 -0.012
H3 2.298 -1.733 -0.654
H4 2.323 -1.272 1.007
H5 1.500 2.423 -0.319
H6 -0.501 2.193 0.211
O1 2.241 0.349 -0.197


Model B:
Density functional theory data (ωB97M-V with the def2-TZVPD basis set) for a structure of composition C7H6O.

Calculated values
charge	0
gap between HOMO and LUMO	9.4	eV
LUMO energy	0.09	eV

Positions of all 14 atoms, in Å:
C1 0.017 1.494 0.229
C2 -0.842 0.274 0.751
C3 -1.441 -0.646 -0.067
C4 -2.363 -1.483 -0.530
C5 0.616 0.195 0.840
C6 1.682 -0.654 0.155
C7 2.700 -1.220 -0.490
H1 -0.782 0.896 -1.565
H2 -0.084 2.352 0.812
H3 -1.294 0.201 1.916
H4 -2.898 -2.010 -1.248
H5 1.032 0.233 1.812
H6 3.610 -1.448 -1.362
O1 0.047 1.817 -1.253


Model C:
Density functional theory data (ωB97M-V with the def2-TZVPD basis set) for an isolated molecule of C7H6O.

Calculated values
charge	0
gap between HOMO and LUMO (alpha / beta)	8.6 / 8.6	eV
SMILES	O=C1C=C=C=CCC1
LUMO energy (alpha / beta)	-0.44 / -0.44	eV

Positions of all 14 atoms, in Å:
C1 -0.032 1.830 0.239
C2 -1.218 1.431 0.114
C3 1.495 0.073 -0.023
C4 0.390 -0.820 0.600
C5 -0.966 -0.959 -0.120
C6 1.207 1.570 -0.116
C7 -1.557 0.289 -0.476
O1 2.485 -0.347 -0.534
H1 0.757 -1.890 0.847
H2 0.162 -0.267 1.518
H3 -0.747 -1.491 -1.035
H4 -1.553 -1.609 0.533
H5 2.090 2.113 -0.552
H6 -2.513 0.078 -0.996


The most stable of them is model C.


Model A:
Density functional theory data (ωB97M-V with the def2-TZVPD basis set) for an isolated molecule of C7H6O.

Calculated values
charge	0
gap between HOMO and LUMO	10.5	eV
SMILES	C#C[C@@H]1C=C[C@@H]2O[C@H]12
LUMO energy	0.99	eV

Positions of all 14 atoms, in Å:
C1 -2.947 -0.380 -0.539
C2 -1.886 -0.233 0.030
C3 -0.571 0.213 0.652
C4 0.208 1.180 -0.201
C5 1.443 0.814 -0.580
C6 1.646 -0.556 -0.080
C7 0.502 -0.973 0.655
H1 -3.819 -0.476 -1.080
H2 -0.604 0.762 1.535
H3 -0.121 2.263 -0.181
H4 2.200 1.449 -0.926
H5 2.592 -0.916 0.047
H6 0.593 -1.646 1.446
O1 0.763 -1.501 -0.778


Model B:
Density functional theory data (ωB97M-V with the def2-TZVPD basis set) for an isolated molecule of C7H6O.

Calculated values
charge	0
gap between HOMO and LUMO	8.9	eV
SMILES	C=C1C=CC(=O)C=C1
LUMO energy	-0.64	eV

Positions of all 14 atoms, in Å:
C1 -1.602 2.143 0.266
C2 -0.884 1.104 0.181
C3 -1.369 -0.160 -0.560
C4 -0.473 -1.096 -0.694
C5 0.963 -1.048 -0.197
C6 1.341 0.028 0.539
C7 0.388 0.936 0.839
H1 -1.250 3.092 0.823
H2 -2.690 2.018 0.043
H3 -2.386 -0.184 -1.062
H4 -0.663 -2.089 -1.258
H5 2.250 -0.126 1.103
H6 0.718 1.567 1.709
O1 1.730 -1.966 -0.450


The most stable of them is model B.


Model A:
Density functional theory data (ωB97M-V with the def2-TZVPD basis set) for a structure of composition C2H6NO3.

Calculated values
charge	-1
gap between HOMO and LUMO	8.6	eV
LUMO energy	4.14	eV

Positions of all 12 atoms, in Å:
O1 1.734 -0.201 -0.710
C1 0.489 -0.410 -0.872
N1 -0.548 -0.094 -0.103
C2 -2.325 0.410 -0.208
O2 -3.171 0.940 0.614
H1 0.283 -1.005 -1.768
H2 -0.274 0.193 0.892
H3 -2.558 -0.651 -0.493
H4 -2.042 1.025 -1.068
H5 3.484 0.354 1.575
H6 2.225 -0.253 0.534
O3 2.701 -0.307 1.608


Model B:
Density functional theory data (ωB97M-V with the def2-TZVPD basis set) for a cluster of 2 separate species, C2H6NO3 in total.

Calculated values
charge	-1
gap between HOMO and LUMO	7.5	eV
LUMO energy	3.49	eV

Positions of all 12 atoms, in Å:
C1 -0.902 -1.788 0.236
N1 -0.509 -0.804 1.235
C2 0.811 -0.205 0.949
O1 1.042 0.828 1.612
O2 1.490 -0.738 0.056
H1 -0.637 -1.524 -0.800
H2 -0.321 -2.711 0.356
H3 -1.941 -2.129 0.263
H4 -1.117 -0.010 1.064
H5 -1.734 2.095 -2.315
H6 -0.859 1.467 -3.223
O3 -1.193 2.374 -3.088


Model C:
Density functional theory data (ωB97M-V with the def2-TZVPD basis set) for a cluster of 2 separate species, C2H6NO3 in total.

Calculated values
charge	-1
gap between HOMO and LUMO	8.5	eV
LUMO energy	4.21	eV

Positions of all 12 atoms, in Å:
C1 1.832 -0.571 0.330
N1 0.678 0.267 -0.061
C2 -0.452 0.125 0.843
O1 -1.257 1.078 0.805
O2 -0.540 -0.961 1.435
H1 1.446 -1.582 0.349
H2 2.662 -0.422 -0.365
H3 2.169 -0.346 1.351
H4 0.972 1.236 -0.113
H5 -2.564 0.695 -0.805
H6 -2.311 -0.189 -1.991
O3 -2.635 0.670 -1.778


The most stable of them is model C.


Model A:
Density functional theory data (ωB97M-V with the def2-TZVPD basis set) for a cluster of 2 separate species, C2H6NO3 in total.

Calculated values
charge	-1
gap between HOMO and LUMO	9.0	eV
LUMO energy	4.29	eV

Positions of all 12 atoms, in Å:
O1 0.543 1.555 1.500
C1 0.470 0.595 0.733
O2 -0.500 -0.326 0.655
C2 1.526 0.298 -0.311
N1 1.273 -0.900 -1.224
H1 1.761 1.264 -0.917
H2 2.460 0.103 0.126
H3 0.505 -0.628 -1.835
H4 0.739 -1.560 -0.710
H5 -3.307 -0.323 -0.369
H6 -1.789 -0.452 -0.392
O3 -2.700 -0.911 -0.888


Model B:
Density functional theory data (ωB97M-V with the def2-TZVPD basis set) for a cluster of 2 separate species, C2H6NO3 in total.

Calculated values
charge	-1
gap between HOMO and LUMO	8.6	eV
LUMO energy	4.22	eV

Positions of all 12 atoms, in Å:
C1 -1.044 0.391 1.900
N1 -1.245 -0.319 0.682
C2 -0.482 0.176 -0.464
O1 -0.006 -0.700 -1.212
O2 -0.418 1.415 -0.548
H1 -1.301 -0.275 2.736
H2 -1.447 1.398 2.090
H3 0.033 0.673 2.021
H4 -1.185 -1.322 0.697
H5 1.725 -1.058 -1.005
H6 2.554 0.144 -0.623
O3 2.620 -0.834 -0.652


The most stable of them is model B.


Model A:
Density functional theory data (ωB97M-V with the def2-TZVPD basis set) for an isolated molecule of C2H4INS.

Calculated values
charge	0
gap between HOMO and LUMO	6.7	eV
LUMO energy	-1.72	eV

Positions of all 9 atoms, in Å:
C1 0.505 0.389 0.502
C2 1.229 0.899 -0.464
N1 -0.612 -0.308 0.524
S1 -2.224 -2.904 -0.395
I1 -1.672 -0.924 -1.345
H1 0.742 0.851 1.485
H2 2.041 1.494 -0.214
H3 1.177 0.640 -1.483
H4 -1.185 -0.137 1.390


Model B:
Density functional theory data (ωB97M-V with the def2-TZVPD basis set) for a structure of composition C2H4INS.

Calculated values
charge	0
gap between HOMO and LUMO	6.5	eV
LUMO energy	-0.84	eV

Positions of all 9 atoms, in Å:
C1 0.021 -0.820 -0.260
C2 0.066 0.582 -0.042
N1 0.010 -1.849 -0.839
S1 -0.467 -2.253 2.636
I1 0.137 -4.169 1.420
H1 -0.453 1.109 -0.848
H2 1.114 0.881 -0.023
H3 -0.387 0.841 0.911
H4 0.056 -2.819 -0.402


The most stable of them is model B.


Model A:
Density functional theory data (ωB97M-V with the def2-TZVPD basis set) for a cluster of 2 separate species, C2H4INO2 in total.

Calculated values
charge	0
gap between HOMO and LUMO (alpha / beta)	8.4 / 8.4	eV
LUMO energy (alpha / beta)	-0.51 / -0.51	eV

Positions of all 10 atoms, in Å:
C1 0.206 0.206 -0.177
C2 -0.547 0.006 1.090
N1 -1.959 1.709 0.887
O1 -2.812 1.511 0.084
O2 -1.676 2.604 1.611
I1 0.363 0.657 2.852
H1 -0.436 -0.029 -1.021
H2 1.093 -0.429 -0.228
H3 0.550 1.236 -0.265
H4 -1.170 -0.863 1.208


Model B:
Density functional theory data (ωB97M-V with the def2-TZVPD basis set) for a cluster of 2 separate species, C2H4INO2 in total.

Calculated values
charge	0
gap between HOMO and LUMO	9.4	eV
SMILES	C=CI.O=NO
LUMO energy	0.34	eV

Positions of all 10 atoms, in Å:
C1 1.696 -0.015 -1.004
C2 0.477 -0.036 -1.337
N1 -1.396 -0.161 1.352
O1 -1.408 0.517 2.530
O2 -2.056 0.336 0.525
I1 -0.671 -1.520 -2.260
H1 -1.009 0.092 3.221
H2 2.318 0.869 -0.913
H3 2.175 -0.919 -0.885
H4 -0.125 0.837 -1.229


The most stable of them is model B.